This record from OMol25 describes an isolated molecule of C23H32N2O2S in a non-equilibrium geometry. The level of theory is the ωB97M-V functional and the def2-TZVPD basis.

The geometry in XYZ format:
```
60
Properties=species:S:1:pos:R:3:forces:R:3:nbo_charge:R:1
O -0.10228 -0.28523 -1.70414 0.0 0.8 -1.1 -0.98
S 0.59828 -1.01484 -0.69332 -5.0 6.7 1.6 2.29
O 0.74268 -2.33926 -0.86729 1.0 -8.3 -0.6 -0.95
C 2.13967 -0.35261 -0.43238 0.1 -7.7 -0.1 -0.40
C 3.15246 -1.33558 -0.29863 3.0 12.3 0.3 -0.12
C 4.35891 -0.71915 0.14734 -0.6 1.5 -1.0 0.00
C 5.43432 -1.58535 0.53507 3.2 18.8 0.7 -0.17
C 6.73538 -0.89360 0.47624 -2.1 -4.6 2.9 -0.15
C 6.88165 0.50290 0.47134 8.1 -5.9 2.1 -0.25
C 5.91712 1.25887 0.29516 -7.8 8.1 -0.8 -0.20
C 4.53366 0.97714 0.08131 -0.3 -7.0 -0.6 0.03
C 3.37880 1.70451 -0.31681 3.3 -6.9 1.3 -0.20
C 2.27056 0.88836 -0.55663 -1.5 13.3 0.0 -0.16
H 1.41216 1.77253 -0.63161 1.0 -3.4 -0.3 0.25
H 3.62116 2.66190 -0.37242 -0.5 4.6 -0.6 0.22
H 5.94230 2.34463 0.40312 1.1 0.2 -0.1 0.21
H 7.95181 0.72748 0.80231 -1.7 0.8 -0.9 0.23
H 7.56648 -1.60489 0.88767 -1.0 1.7 -1.4 0.21
H 5.48247 -2.42090 0.32591 0.0 -15.1 -2.6 0.16
H 2.92682 -2.17685 -0.02208 -2.1 -9.4 2.0 0.20
C -0.41897 -0.62378 0.80668 2.7 2.6 5.3 -0.73
H -0.11205 -1.28770 1.72602 0.1 0.7 -2.1 0.24
H 0.00339 0.47701 1.22040 -0.7 -2.7 -1.5 0.25
C -1.97075 -0.52351 1.11233 2.3 0.2 -7.0 0.03
N -2.46712 -1.71433 0.48300 -3.2 -0.6 14.6 -0.49
C -3.46958 -2.28600 1.56574 -1.9 3.2 -1.3 -0.25
C -4.93082 -2.14043 1.02646 -0.6 8.5 3.8 -0.35
C -5.06487 -2.41168 -0.38924 -8.3 -6.5 4.5 -0.49
C -4.05174 -2.13437 -1.15600 8.4 3.4 -9.8 -0.37
C -2.57397 -2.42821 -0.55390 -0.5 1.0 -10.4 -0.19
H -1.79760 -1.87847 -1.29445 -1.8 -1.8 0.6 0.22
H -2.50410 -3.50134 -0.69926 0.9 -0.7 1.2 0.19
H -4.04946 -0.98890 -1.43225 0.2 -1.8 0.2 0.18
H -4.04610 -2.73658 -2.25240 -0.4 1.6 2.7 0.20
H -6.10462 -2.37308 -0.78064 0.5 0.9 0.1 0.22
H -5.01993 -3.45931 -0.23109 -0.1 -2.6 -0.9 0.19
H -5.02242 -0.86408 0.79477 0.0 -2.4 1.9 0.12
H -5.71055 -2.31274 1.97313 1.6 -0.2 -3.2 0.24
H -3.43390 -1.83806 2.58896 0.4 0.1 -1.1 0.20
H -3.60181 -3.27186 1.76040 1.7 -3.9 0.2 0.19
H -2.07403 -0.37364 2.13352 -0.4 -0.6 1.9 0.21
C -2.55405 0.64008 0.26479 9.2 -5.3 -3.0 -0.24
N -1.88010 1.77767 0.43569 4.9 0.9 -2.0 -0.50
C -1.45424 2.52727 -0.68369 1.4 4.0 -1.6 -0.20
C -2.69747 3.45650 -1.42370 5.2 -3.9 4.1 -0.45
C -3.16234 4.15779 -0.30577 -5.6 1.7 2.7 -0.40
C -3.65027 3.21036 0.90827 -0.8 3.5 -1.1 -0.43
C -2.37376 2.42988 1.44944 -0.3 12.9 -4.4 -0.17
H -2.77539 1.98854 2.10917 -4.3 -7.1 9.3 0.17
H -1.93810 3.37456 1.88197 1.2 -1.3 -0.3 0.18
H -4.16216 3.95454 1.61748 0.9 -1.3 -0.4 0.20
H -4.45100 2.64194 0.46423 -0.3 -0.9 0.2 0.19
H -4.00771 4.77128 -0.82444 0.4 -0.5 1.8 0.19
H -2.58173 4.91879 0.17649 1.2 0.4 -0.3 0.20
H -3.16060 2.59227 -1.66352 -2.7 -1.7 -2.2 0.22
H -2.19492 4.13253 -1.95042 1.7 1.9 -3.8 0.21
H -0.91666 1.98737 -1.51862 -0.5 0.0 1.4 0.24
H -0.77873 3.42046 -0.27235 -0.8 -2.0 -0.8 0.17
H -3.48056 0.71263 0.12101 -7.9 0.1 -0.6 0.18
H -1.99814 0.32469 -0.71069 -2.1 -0.1 0.8 0.24
```
Forces are in eV/Å.

The SMILES is O=S(=O)(C[C@@H](CN1CCCCC1)N1CCCCC1)c1ccc2ccccc2c1. The energy relative to the best compared isomer or geometry (same formula, charge and spin) is 24.7038 eV. The total charge is 0. The frontier orbital gap is 6.452 eV. For the HOMO energy, the calculation gives -7.09 eV.